Record 1
Formula: C40H47BrN8O4RbSSbSe4Si
Source: the OMol25 dataset
Level of theory: wB97M-V/def2-TZVPD

Results
* HOMO: -1.97 eV
* electronic energy: -15423.43573 Eh
* charge: -2
* multiplicity: 1
* HOMO-LUMO gap: 0.177 Ha
* energy above the lowest of the compared OMol25 structures with the same formula, charge and spin: 22.5 kcal per mole

XYZ file:
```
108
Properties=species:S:1:pos:R:3:lowdin_charge:R:1
Rb 0.1951 -0.7397 0.5548 0.7981
Br -6.1828 0.3552 -4.0782 0.7087
C -5.1963 -0.2367 -2.5672 -0.6827
C -4.2871 0.6211 -1.9744 -0.1205
C -3.5529 0.1705 -0.8897 -0.0451
C -3.7290 -1.1206 -0.4022 -0.2661
C -4.6346 -1.9752 -1.0281 -0.0216
C -5.3732 -1.5335 -2.1105 -0.1219
N -2.8834 -1.5208 0.6516 0.0971
C -3.2708 -2.3592 1.5182 -0.0755
C -2.3971 -2.7882 2.6349 -0.2566
C -2.8649 -3.7153 3.5570 -0.0265
C -2.0432 -4.0660 4.6186 -0.0668
C -0.8033 -3.4649 4.7278 -0.0383
C -0.4203 -2.5419 3.7566 -0.1043
N -1.1904 -2.2263 2.7268 0.0721
H -4.1132 1.6108 -2.3721 0.0962
H -2.8083 0.8167 -0.4390 0.0683
H -4.7068 -3.0096 -0.7205 0.1148
H -6.0494 -2.2030 -2.6224 0.1016
H -4.2851 -2.7774 1.5174 0.1249
H -3.8516 -4.1453 3.4440 0.1067
H -2.3755 -4.7898 5.3525 0.1034
H -0.1370 -3.6902 5.5485 0.1053
H 0.5238 -2.0074 3.8268 0.0867
C 3.4870 -2.1693 4.8912 -0.1727
Si 3.3070 -0.7154 3.6850 0.3585
C 4.8432 0.3678 3.9100 -0.1745
C 3.3927 -1.4453 1.9669 -0.1770
N 1.8304 0.1132 3.7679 -0.0815
C 1.1569 0.5915 4.8282 -0.3350
C 1.6201 0.6508 6.1716 -0.0488
C 0.8564 1.1492 7.2112 -0.1307
C -0.4274 1.6340 6.9882 -0.1309
C -0.9140 1.6214 5.6856 -0.0393
C -0.1418 1.1423 4.6483 -0.2108
O -0.6490 1.1206 3.3482 0.0029
C -1.0618 2.2726 2.7621 -0.2880
C -0.6322 3.5387 3.1490 -0.0420
C -1.0635 4.6497 2.4417 -0.0943
C -1.9160 4.5202 1.3536 -0.1066
C -2.3325 3.2521 0.9713 -0.0823
C -1.9110 2.1329 1.6688 -0.0186
H 4.4899 -2.5981 4.8366 0.0226
H 2.7768 -2.9610 4.6400 0.0132
H 3.3000 -1.8795 5.9250 0.0077
H 5.7496 -0.2002 3.6907 0.0206
H 4.9293 0.7680 4.9225 0.0154
H 4.8096 1.2144 3.2208 0.0116
H 4.3458 -1.9363 1.7636 0.0386
H 3.2598 -0.6747 1.2025 0.0229
H 2.6108 -2.2000 1.8417 0.0183
H 2.6209 0.2930 6.3727 0.0819
H 1.2716 1.1643 8.2132 0.0879
H -1.0331 2.0176 7.7983 0.0810
H -1.9048 2.0018 5.4631 0.1193
H 0.0391 3.6443 3.9895 0.1119
H -0.7182 5.6308 2.7444 0.0970
H -2.2437 5.3940 0.8060 0.0914
H -2.9894 3.1294 0.1192 0.0961
H -2.2094 1.1348 1.3719 0.0859
Se 5.1501 -4.9601 -4.1984 -0.3148
Sb 3.1542 -3.6004 -4.3013 -0.2744
Se 1.1294 -4.4601 -3.2318 -0.1097
Se 3.7898 -1.4303 -2.7676 0.4067
Se 2.6588 -2.5266 -6.4325 -0.1236
C 2.5367 3.4057 3.2301 -0.0838
N 1.7058 2.4512 2.5415 0.0057
C 1.3115 2.5638 1.2566 -0.6211
N 1.6610 3.7001 0.5650 0.1927
O 0.6729 1.6775 0.6927 -0.2235
H 2.5742 3.1182 4.2805 0.0881
H 2.1129 4.4137 3.1799 0.0710
H 3.5627 3.4390 2.8476 0.0803
H 1.6565 1.5002 2.9546 0.0519
H 1.9020 4.5398 1.0595 0.0765
H 1.1718 3.8034 -0.3093 0.0972
C 1.5587 1.0439 -7.0180 -0.1192
C 2.3768 1.1783 -5.7419 -0.2656
C 1.5301 1.4965 -4.5243 -0.2274
N 0.5871 0.4224 -4.2371 0.0496
C -0.3902 0.5624 -3.3607 -0.8213
S -0.7697 1.9850 -2.5600 0.6575
N -1.1335 -0.5761 -3.0335 0.1133
C -1.6082 -1.6277 -3.7993 -0.4163
O -2.2389 -2.5116 -3.2656 0.0936
C -1.4476 -1.5275 -5.2844 -0.1575
C -2.1086 -0.4978 -5.9501 -0.0404
C -2.0556 -0.4298 -7.3317 -0.0993
C -1.3202 -1.3713 -8.0434 -0.1029
C -0.6432 -2.3780 -7.3732 -0.1241
C -0.7168 -2.4717 -5.9899 -0.0773
H 2.2110 0.8740 -7.8739 0.0678
H 0.9591 1.9396 -7.2043 0.0704
H 0.8849 0.1907 -6.9602 0.0356
H 3.1099 1.9832 -5.8428 0.1059
H 2.9413 0.2581 -5.5739 0.0291
H 0.9505 2.4110 -4.6722 0.0878
H 2.1566 1.6396 -3.6378 0.1134
H 0.8706 -0.5148 -4.5016 0.1239
H -1.5363 -0.5156 -2.1079 0.0830
H -2.6643 0.2418 -5.3846 0.1115
H -2.5749 0.3655 -7.8516 0.0936
H -1.2544 -1.3003 -9.1220 0.0943
H -0.0273 -3.0839 -7.9130 0.0817
H -0.1763 -3.2476 -5.4588 0.0248
O 1.5938 -2.0747 -1.3831 -0.4187
N 2.0737 -1.1317 -1.9685 -0.4962
```


Record 2
Formula: C40H47BrN8O4RbSSbSe4Si
Source: the OMol25 dataset
Level of theory: wB97M-V/def2-TZVPD

Results
* HOMO: -2.03 eV
* electronic energy: -15423.41541 Eh
* charge: -2
* multiplicity: 1
* HOMO-LUMO gap: 0.186 Ha
* energy above the lowest of the compared OMol25 structures with the same formula, charge and spin: 35.3 kcal per mole

XYZ file:
```
108
Properties=species:S:1:pos:R:3:lowdin_charge:R:1
Rb 0.5003 -1.2122 -0.3061 0.6408
Br 4.0813 -8.6071 0.3500 0.6917
C 3.1664 -7.0334 0.8958 -0.6805
C 2.3457 -7.0993 2.0092 -0.1432
C 1.6493 -5.9700 2.3935 -0.0329
C 1.7599 -4.7784 1.6688 -0.2814
C 2.5886 -4.7486 0.5484 -0.0528
C 3.3035 -5.8681 0.1648 -0.1194
N 1.0227 -3.6380 2.0044 0.1318
C 0.7379 -3.4047 3.2151 -0.1025
C -0.1500 -2.3138 3.6295 -0.2749
C -0.4476 -2.1613 4.9850 -0.0253
C -1.2970 -1.1443 5.3817 -0.0677
C -1.8229 -0.3021 4.4152 -0.0500
C -1.4705 -0.5253 3.0891 -0.1233
N -0.6574 -1.4966 2.7010 0.0953
H 2.2550 -8.0211 2.5679 0.0908
H 0.9761 -6.0260 3.2404 0.1023
H 2.7051 -3.8254 -0.0040 0.0731
H 3.9679 -5.8087 -0.6868 0.0523
H 1.1405 -4.0119 4.0335 0.1248
H -0.0087 -2.8375 5.7082 0.1098
H -1.5494 -1.0197 6.4272 0.1032
H -2.4888 0.5070 4.6835 0.1017
H -1.8604 0.1099 2.2991 0.0557
C -2.2642 -4.0372 0.5828 -0.1833
Si -3.0640 -3.5960 -1.0743 0.3531
C -3.3441 -5.2748 -1.9454 -0.1908
C -4.8212 -2.9547 -0.6799 -0.1871
N -2.0698 -2.4762 -1.8517 -0.0783
C -2.1755 -2.0171 -3.1093 -0.3417
C -3.1642 -2.4094 -4.0542 -0.0579
C -3.1731 -1.9648 -5.3633 -0.1408
C -2.2044 -1.0802 -5.8192 -0.1435
C -1.2503 -0.6225 -4.9151 -0.0412
C -1.2428 -1.0608 -3.6063 -0.2117
O -0.3590 -0.5006 -2.6793 -0.1842
C 0.9148 -0.2414 -3.1207 -0.3966
C 1.4196 1.0437 -2.9723 -0.0436
C 2.7187 1.3352 -3.3627 -0.1319
C 3.5266 0.3377 -3.8874 -0.1181
C 3.0287 -0.9533 -4.0179 -0.1032
C 1.7240 -1.2422 -3.6513 -0.0202
H -2.8702 -4.7736 1.1207 0.0203
H -2.1566 -3.1540 1.2176 0.0009
H -1.2700 -4.4675 0.4381 0.0162
H -3.7402 -6.0238 -1.2536 0.0115
H -2.4005 -5.6543 -2.3466 0.0223
H -4.0433 -5.1884 -2.7811 0.0037
H -5.3573 -3.6160 0.0072 0.0105
H -5.4186 -2.8495 -1.5896 0.0085
H -4.7558 -1.9649 -0.2191 0.0139
H -3.9279 -3.1005 -3.7162 0.0725
H -3.9448 -2.3133 -6.0428 0.0847
H -2.1941 -0.7397 -6.8471 0.0769
H -0.5010 0.0932 -5.2357 0.1138
H 0.7812 1.8086 -2.5453 0.1059
H 3.1047 2.3374 -3.2322 0.0973
H 4.5515 0.5536 -4.1594 0.1113
H 3.6672 -1.7455 -4.3841 0.0814
H 1.3226 -2.2417 -3.7722 0.1367
Se 7.7413 -0.6436 -0.4813 -0.2762
Sb 5.6554 -1.8786 -0.3205 -0.2391
Se 5.2781 -3.4929 -2.1166 -0.2035
Se 3.5855 -0.2737 -0.6491 0.5986
Se 5.0312 -2.6315 1.9544 -0.1890
C 3.1167 -0.1958 4.2143 -0.0974
N 2.2139 0.0221 3.1027 0.0434
C 2.3976 0.8972 2.0840 -0.6791
N 3.4592 1.7568 2.1945 0.1760
O 1.5831 0.9718 1.1560 -0.1751
H 2.5537 -0.6450 5.0344 0.0735
H 3.5119 0.7602 4.5579 0.0778
H 3.9451 -0.8575 3.9436 0.0029
H 1.5855 -0.7285 2.8781 0.0877
H 4.3172 1.3616 2.5543 0.1016
H 3.6057 2.2968 1.3538 0.0592
C -0.1260 6.5325 -1.5159 -0.1010
C 0.9859 5.7092 -0.8705 -0.2276
C 0.4928 4.8399 0.2796 -0.1677
N -0.4466 3.8364 -0.2070 0.0368
C -1.2930 3.1107 0.5360 -0.8517
S -1.9262 1.6859 0.0027 0.7322
N -1.5804 3.5827 1.8310 0.1108
C -2.1128 4.7770 2.2670 -0.4348
O -2.1490 5.0191 3.4586 0.0751
C -2.6847 5.7344 1.2717 -0.1483
C -3.3745 5.3219 0.1336 -0.0200
C -3.9770 6.2601 -0.6900 -0.0729
C -3.9002 7.6112 -0.3877 -0.0885
C -3.2236 8.0261 0.7523 -0.0868
C -2.6294 7.0922 1.5816 -0.0312
H 0.2678 7.1334 -2.3366 0.0687
H -0.5810 7.2060 -0.7868 0.0640
H -0.9116 5.8876 -1.9093 0.0674
H 1.7609 6.3722 -0.4820 0.1102
H 1.4576 5.0691 -1.6218 0.1104
H 0.0010 5.4611 1.0255 0.1088
H 1.3459 4.3450 0.7547 0.1274
H -0.1787 3.3661 -1.0604 0.1169
H -1.5016 2.8786 2.5494 0.1417
H -3.4713 4.2699 -0.1007 0.0992
H -4.5112 5.9270 -1.5706 0.1070
H -4.3769 8.3394 -1.0319 0.0995
H -3.1685 9.0796 0.9961 0.1000
H -2.1169 7.3975 2.4848 0.1185
O 4.1764 2.2570 -0.7248 -0.2217
N 4.6779 1.1431 -0.6343 -0.4905
```


Record 3
Formula: C40H47GeN5O6S2V
Source: the OMol25 dataset
Level of theory: wB97M-V/def2-TZVPD

Results
* HOMO (spin up / spin down): -6.36 / -5.77 eV
* <S²>: 0.76
* electronic energy: -6094.93191 Eh
* charge: 0
* multiplicity: 2
* HOMO-LUMO gap (spin up / spin down): 0.241 / 0.220 Ha

XYZ file:
```
102
Properties=species:S:1:pos:R:3:lowdin_spin:R:1
V 0.1769 -0.4610 -1.8188 0.9490
C 1.5694 -3.8123 -2.8104 0.0000
C 1.0679 -3.2105 -4.1312 0.0004
O 1.3889 -1.8489 -4.2714 0.0056
C 2.6835 -1.5325 -4.7101 0.0005
C 3.7634 -1.5404 -3.6128 0.0005
O 3.2210 -0.9103 -2.4839 0.0071
C 4.0957 -0.7602 -1.4018 0.0003
C 3.2699 -0.1802 -0.2431 0.0002
O 1.9906 -0.7513 -0.1179 0.0014
C 1.9259 -2.0621 0.3972 -0.0003
C 2.0881 -3.1879 -0.6305 0.0001
O 1.3968 -2.8533 -1.7991 0.0010
H 2.6379 -4.0853 -2.8869 0.0000
H 0.9996 -4.7286 -2.5872 0.0000
H -0.0260 -3.2468 -4.1470 0.0001
H 1.4613 -3.7991 -4.9751 0.0001
H 2.6020 -0.5076 -5.0810 0.0001
H 2.9932 -2.1985 -5.5280 0.0001
H 4.6432 -0.9871 -3.9787 0.0001
H 4.0866 -2.5654 -3.3640 0.0000
H 4.9202 -0.0719 -1.6516 0.0001
H 4.5412 -1.7315 -1.1267 0.0000
H 3.0816 0.8784 -0.4440 -0.0001
H 3.8334 -0.2880 0.6974 0.0000
H 0.9101 -2.1478 0.7860 0.0000
H 2.6467 -2.1950 1.2174 -0.0001
H 1.6766 -4.1131 -0.1931 0.0001
H 3.1509 -3.3775 -0.8589 0.0000
O -2.7743 -1.0183 0.1432 0.0008
C -1.8406 -1.8418 0.0616 0.0019
O -0.7786 -1.6866 -0.5797 0.0187
C -1.9583 -3.1318 0.8692 -0.0001
C -2.9238 -2.9361 2.0198 0.0000
Ge -2.6743 -1.2216 3.0633 0.0000
C -1.5829 0.3603 2.5227 -0.0001
C -2.0396 1.6311 2.8478 0.0000
C -1.2229 2.7383 2.7048 0.0000
C 0.0685 2.5972 2.2298 0.0000
C 0.5326 1.3390 1.8936 0.0001
C -0.2869 0.2361 2.0490 0.0000
C -1.5391 -1.8217 4.6029 0.0000
C -0.3658 -2.4864 4.2598 0.0000
C 0.5600 -2.8708 5.2103 0.0000
C 0.3175 -2.6144 6.5496 0.0000
C -0.8497 -1.9683 6.9136 0.0000
C -1.7588 -1.5682 5.9485 0.0000
C -4.4465 -0.4068 3.4397 0.0000
C -5.1274 0.0989 2.3359 0.0000
C -6.3346 0.7555 2.4865 0.0000
C -6.8789 0.9262 3.7490 0.0000
C -6.2091 0.4329 4.8537 0.0000
C -5.0051 -0.2328 4.6967 0.0000
H -0.9607 -3.4233 1.2103 0.0000
H -2.3141 -3.9135 0.1913 0.0000
H -2.8464 -3.7612 2.7312 0.0000
H -3.9438 -2.9141 1.6378 0.0000
H -3.0425 1.7489 3.2360 0.0000
H -1.5907 3.7147 2.9809 0.0000
H 0.7147 3.4580 2.1375 0.0000
H 1.5414 1.2086 1.5310 0.0000
H 0.0986 -0.7441 1.8220 0.0000
H -0.1677 -2.7057 3.2185 0.0000
H 1.4744 -3.3661 4.9121 0.0000
H 1.0383 -2.9081 7.2999 0.0000
H -1.0496 -1.7649 7.9567 0.0000
H -2.6509 -1.0449 6.2554 0.0000
H -4.6911 -0.0256 1.3544 0.0000
H -6.8544 1.1427 1.6214 0.0000
H -7.8170 1.4481 3.8736 0.0000
H -6.6196 0.5705 5.8438 0.0000
H -4.4973 -0.6184 5.5677 0.0000
N -0.5590 2.4261 -4.1086 -0.0009
C 0.7272 2.5156 -3.7004 0.0008
S 1.5364 1.1401 -3.1886 0.0051
N 1.2752 3.7564 -3.7910 0.0006
C 2.5577 4.2360 -3.5223 0.0000
C 2.7331 5.6224 -3.5177 0.0001
C 3.9729 6.1778 -3.2694 0.0000
C 5.0665 5.3607 -3.0279 0.0001
C 4.9014 3.9854 -3.0407 0.0000
C 3.6621 3.4203 -3.2855 -0.0002
H -1.0214 1.5359 -3.9840 -0.0001
H -1.1421 3.2429 -4.1976 0.0000
H 0.6308 4.4917 -4.0594 0.0001
H 1.8837 6.2634 -3.7118 0.0000
H 4.0902 7.2526 -3.2643 0.0000
H 6.0380 5.7931 -2.8392 0.0000
H 5.7533 3.3429 -2.8637 0.0000
H 3.5362 2.3523 -3.2964 -0.0001
S -1.5425 -0.7602 -3.4476 -0.0042
C -2.0633 -2.2338 -2.9427 -0.0009
N -2.4681 -3.2850 -2.6840 -0.0011
N -1.9977 1.1830 -0.9666 0.0034
C -2.4232 2.4126 -0.6415 -0.0021
C -1.3201 3.2391 -0.6169 0.0002
C -0.2389 2.4034 -0.9066 0.0020
N -0.6708 1.1613 -1.1227 0.0097
H -2.4691 0.2717 -0.7048 0.0001
H -3.4583 2.6190 -0.4621 -0.0001
H -1.2953 4.2825 -0.3838 0.0002
H 0.8060 2.6545 -0.9495 0.0000
```